The following is a DFT calculation (the ωB97M-V functional and the def2-TZVPD basis) of C20H24AsBF6O3PdS6 as an isolated structure at a distorted geometry.

As for the total energy: -173588.396 eV. As for the net charge: -2. For the energy relative to the best compared isomer or geometry (same formula, charge and spin), the calculation gives 42.1 kcal/mol. As for the HOMO-LUMO gap: 0.16441 Ha.

Geometry as XYZ:
```
62
Properties=species:S:1:pos:R:3:mulliken_charge:R:1
F 3.32509 1.14871 -2.55563 -0.15
H 0.04359 -0.47869 3.20337 0.49
H -0.62491 0.36781 1.79087 0.33
C -0.27011 4.31411 0.14237 -0.02
C 5.83299 1.01051 0.09397 0.49
C 4.65819 1.76021 -0.62103 1.32
C -3.82761 -0.24949 -2.01933 -1.80
C -4.36721 -3.54769 1.38607 -1.65
S -1.84161 8.17951 -0.73003 -0.39
O 3.56159 1.59851 0.08837 -0.36
H 2.13989 -2.70959 2.28097 0.35
H -6.33551 -4.60689 -0.08493 0.44
H -4.37101 0.45431 -2.63503 0.42
S 1.52619 3.59091 -1.82733 -0.43
C -1.85111 -0.95799 -0.85443 -0.52
C 0.48919 4.61461 -0.96213 0.05
H -6.49211 -2.85139 -0.17013 0.43
Pd 1.40049 1.38701 -0.74553 0.81
H -1.89901 -2.76019 0.25777 0.59
F 5.35279 1.74611 -2.97123 -0.36
C -4.44931 -1.39189 -1.51453 -0.23
C 5.08759 3.23911 -0.78693 -1.80
C -4.44691 -3.57239 -0.14773 2.27
S -1.33411 5.60291 0.72127 -0.12
H -4.10651 -5.71259 -0.22833 0.44
C -1.01381 6.75311 -0.55943 0.07
H -2.63841 -4.74899 -0.42453 0.33
S 0.33219 6.27321 -1.57113 -0.12
H -0.49301 -1.40569 1.77647 -0.02
O -0.60421 -0.53469 -0.63513 0.24
S -0.28401 2.87001 1.02247 -0.58
C -3.69501 -4.80489 -0.67103 -1.65
C -2.50931 -0.03299 -1.67983 0.89
H 3.66719 -1.81959 2.30317 0.29
H 1.90949 1.13831 3.44707 0.41
B -0.42641 0.68581 -1.32953 0.02
H 2.04429 2.14081 1.96167 0.21
F 6.96829 0.90091 -0.64103 -0.33
C -5.92121 -3.70349 -0.53333 -2.23
As 1.80869 -0.32119 1.41427 1.18
H 6.09599 3.33001 -1.18743 0.39
C -2.46131 -2.08829 -0.37063 -0.39
C -3.79451 -2.31699 -0.70853 0.17
H -3.33651 -3.49369 1.72237 0.34
C 2.37669 1.22931 2.46307 -1.16
H 3.46039 1.25251 2.55257 0.32
H 2.47619 -1.56539 3.61777 0.39
F 6.20919 1.65771 1.21627 -0.32
H 4.37809 3.72761 -1.45103 0.29
H -4.81661 -4.45109 1.80037 0.45
C 2.60669 -1.75929 2.55237 -1.28
H -4.89881 -2.68119 1.77497 0.37
O -1.65391 0.96251 -1.98373 -0.78
H -5.49021 -1.53959 -1.76143 0.42
F 4.96989 -0.17209 -2.11933 -0.30
C 4.57079 1.11091 -2.05903 0.39
H -3.78501 -4.86859 -1.75383 0.37
S 2.26289 -1.11559 -0.47423 -0.57
C -0.02651 -0.48359 2.11447 -0.98
H -6.03431 -3.77419 -1.61323 0.42
F 5.51779 -0.23089 0.48257 -0.25
H 5.02769 3.70381 0.19447 0.39
```